[1]
The following is a quantum chemistry calculation of a molecular structure, C30H33FeOSn in a non-equilibrium geometry, from OMol25.

LUMO energy	2.17	eV
charge	-1
calculated total energy	-73908.4959	eV
multiplicity	1
HOMO level	-1.44	eV
gap between HOMO and LUMO	3.609	eV

Geometry (Å):
H 0.391859 -1.662552 -4.034955
C -3.357357 1.473345 -3.164278
H 3.606353 -1.506874 2.791375
H 1.808431 -3.731822 -1.376669
H -0.330473 2.841729 2.055982
H -4.818771 2.862540 0.626086
H -2.346272 -1.308917 -4.911949
H 1.736184 -0.811732 -1.836041
H -1.041108 -2.282429 0.150414
H 0.986715 -5.306508 -1.659039
H -3.341355 -1.122050 2.116994
H 1.218773 -0.461849 3.203154
C 0.920334 0.499054 2.771399
C 2.957941 1.837500 3.770052
H 1.685092 -4.398312 -3.041647
O -4.504759 1.036444 1.606555
C -0.420229 0.684141 2.391135
H -4.158690 2.213469 -3.171078
Sn -0.691651 -3.296494 -2.332231
C 3.518047 -0.316472 0.866447
H 1.513592 2.576199 0.798260
H 6.388416 1.496483 1.147594
H -1.394502 -4.288550 -4.763560
H -2.576518 -2.156979 -0.757259
C -5.149064 2.323644 1.526989
H -2.715203 3.105684 1.552002
C -1.725126 -2.808778 -0.525791
H 4.670354 3.320780 3.779442
C 3.845876 2.849727 3.247478
C 5.498823 0.891463 1.298202
H -2.837079 -3.559667 -3.976461
H -4.289376 0.276877 -4.714647
H 2.680388 -0.765756 0.338475
H 4.392259 1.088376 -0.686523
H -2.076641 -3.738610 -0.059481
C 5.226407 0.037942 2.447177
C 2.191864 2.460453 1.640622
C -2.364780 -0.513628 -4.166937
H 0.200816 1.102009 -0.663114
C 4.438304 0.673298 0.317634
C -1.951512 -4.188983 -3.823346
C 4.006674 -0.704114 2.179058
C -3.418024 0.397195 -4.070205
H 2.959138 1.423357 4.777980
H -6.210798 2.079282 1.463237
C -2.312835 2.116980 1.769519
C 0.713823 -0.531068 -2.093536
C -1.292062 -0.383432 -3.285417
C -0.055801 -1.181305 -3.156529
H 5.880894 -0.114172 3.301224
H -0.928231 -1.413189 2.688998
C -1.312053 -0.433854 2.402169
H -2.255867 -5.183009 -3.468103
C -2.288253 1.608141 -2.275331
C 1.182204 -4.307212 -2.070065
C -1.275282 0.637384 -2.278025
C -0.065204 0.460033 -1.498658
C 1.911977 1.551467 2.771812
C 3.378663 3.225059 1.928957
C -0.966152 1.959023 2.038038
C -3.165687 0.990646 1.819476
H 3.793953 4.010309 1.300197
H -4.943901 2.929829 2.422912
C -2.642035 -0.289819 2.107695
H -2.204922 2.456520 -1.603193
Fe 3.723446 1.271762 2.049318

Forces on atoms 1 to 3 (eV/Å):
H 0.2 0.8 0.0
C 0.2 -0.1 0.1
H -0.2 0.5 0.0


[2]
The following is a quantum chemistry calculation of C30H33N3O3 in the gas phase in a non-equilibrium geometry, from OMol25.

LUMO energy	0.60	eV
charge	0
calculated total energy	-42260.1320	eV
multiplicity	1
HOMO level	-8.02	eV
SMILES	Cc1ccc([C@@H](C(=O)NC2CCCCC2)N(Cc2ccccc2)C(=O)Cc2c[nH]c3ccccc23)o1
gap between HOMO and LUMO	8.623	eV

Geometry (Å):
H -3.517996 1.874685 -0.449977
C -1.681309 3.928219 1.386377
H -5.856248 -2.165277 0.266189
C -2.081500 1.468684 1.083932
N 3.338330 0.535994 2.220329
C -5.248608 -2.899800 0.793126
H 1.587285 -3.178967 2.063841
C -2.106081 -3.765589 -0.948948
C 6.411817 -0.066636 0.276869
H 2.243568 -3.294516 0.423286
C 2.642697 -1.439375 1.422506
H 1.712122 3.027101 -0.888112
H -1.445548 -0.569645 1.092273
C 1.770485 -2.624078 1.139891
H -3.473096 5.130836 1.416173
C 4.349784 0.075160 1.429060
H -4.050435 2.918294 2.372999
H -5.085120 -2.536784 1.807468
H 2.331342 -1.761440 -1.060671
H -2.070817 1.313541 2.169222
O -1.710711 0.832387 -1.704390
H 6.716325 -1.828734 -0.899094
C 5.580840 0.638556 1.119221
H -5.783461 -3.843658 0.836285
H -3.122518 4.373280 -0.142072
H 1.086833 -0.643702 -4.112550
H 1.704321 0.688308 -0.109565
O -3.186039 -2.001137 -0.138854
H 1.389139 3.529824 -3.280244
H -5.039956 3.252866 0.949495
C -4.022588 3.046628 1.287539
H 4.541476 -2.834261 -0.348633
C -1.029544 -1.413323 -1.176018
C -3.948988 -3.090059 0.096797
H -3.689566 -5.210937 -0.338739
C 1.405683 -0.130411 -2.059115
H -1.357796 -4.372515 -1.417170
C 1.225639 1.472100 -3.842095
C 1.399711 2.505192 -2.939508
C 1.579031 2.222393 -1.596372
H -1.029913 4.762581 1.117740
C 1.579878 0.912053 -1.158449
H 7.376520 0.341347 0.014953
H -0.152832 2.429180 1.077030
C 6.033115 -1.306493 -0.245825
C -3.514585 1.765806 0.634859
C -3.110133 4.218117 0.938341
H -0.924327 -1.440678 -2.267205
C 4.815232 -1.870292 0.056621
H 1.269898 -2.246363 -2.400160
C 2.317318 -0.374995 2.214077
H 3.346090 1.399511 2.735257
H 5.873489 1.594826 1.527105
N -1.589951 0.236530 0.489514
H 1.417556 -0.205470 2.773877
O -0.542609 -2.138391 1.426902
C -3.327781 -4.204031 -0.381990
H -1.657714 3.821920 2.474520
C 0.407639 -2.154996 0.653977
C -1.168309 2.646916 0.737428
C -1.486389 0.023325 -0.826168
H -4.156267 0.921265 0.894884
C -2.067015 -2.414831 -0.767355
H 1.077616 1.687021 -4.889917
N 0.288394 -1.753832 -0.626918
C 1.385954 -1.553912 -1.556984
C 3.948420 -1.177471 0.903276
H -1.145906 2.758194 -0.347017
C 1.228140 0.159987 -3.403131

Forces on atoms 1 to 3 (eV/Å):
H 0.0 0.0 0.0
C 0.0 0.0 -0.3
H -0.1 0.0 0.0


[3]
The following is a quantum chemistry calculation of 5 unconnected molecules or ions with the total composition C30H33O4 in a non-equilibrium geometry, from OMol25.

LUMO energy	2.21	eV
charge	-1
calculated total energy	-39834.6291	eV
multiplicity	1
HOMO level	-4.45	eV
gap between HOMO and LUMO	6.655	eV

Geometry (Å):
H 4.559232 -4.570870 -2.662664
H -0.553298 0.856450 2.775763
H -0.145170 6.736860 4.472642
O -0.203161 0.130095 -1.198948
C 0.337092 2.635406 3.592757
C -6.820449 -3.550708 -3.009838
H 3.724247 0.138861 -0.914418
O 1.611002 1.625131 -1.599780
C -1.104031 5.875779 8.119405
H -0.444505 -0.634172 -3.150036
C 8.143967 -4.535570 -1.211520
H 0.073100 1.416261 0.434297
C -1.098288 -0.183888 -2.306747
C -7.565123 -4.755986 -4.961799
C 3.449565 -0.898000 -1.320144
C 2.140605 -0.683543 -2.248613
C -6.287479 -2.557661 -3.824607
H 1.295008 3.491413 -0.051219
H -1.368198 5.631439 9.143262
H 1.630151 -1.667756 -2.517582
H -5.988229 -1.882661 -5.844810
H -1.881659 -2.006978 -1.106568
H 1.899097 5.042372 1.783398
H -2.365018 -1.928070 -2.903321
H 8.784637 -5.090620 -3.187652
C 1.022924 3.253251 0.971135
C -2.190281 -1.308741 -1.952887
C -0.416656 6.496805 5.495584
H -6.738085 -3.466825 -1.931340
C -1.453308 5.011731 7.085939
O -3.799322 0.542444 -1.237149
H 0.457611 8.284486 6.310107
C -1.106909 5.320686 5.773820
H 3.229364 -1.641645 -0.474159
H 6.489979 -5.104017 -4.119175
H -0.148060 7.728415 8.646408
H -7.128943 -3.836653 -6.856347
C 7.060517 -4.224490 -0.395815
C -7.040149 -3.758290 -5.776945
C -0.417263 7.053275 7.840725
C -7.457281 -4.650838 -3.577230
H -1.571650 0.759996 -2.773542
C -3.621891 -0.685714 -1.508270
H 4.925189 -4.000976 -0.280770
C 1.364971 4.123471 2.002385
C 5.565435 -4.558241 -2.256339
H 1.292599 4.487973 4.120370
H 9.149273 -4.531043 -0.802966
H -5.785223 -1.704383 -3.380215
H 7.220964 -3.971765 0.646815
C 1.130731 0.426959 -1.659354
C -0.012022 1.771236 2.558572
H -1.374698 4.644930 4.968590
H -1.994619 4.096987 7.302779
C 6.649711 -4.860371 -3.074326
C 0.333274 2.079479 1.244278
C -0.075563 7.365209 6.528011
C 5.770469 -4.238811 -0.917759
C 7.939264 -4.851400 -2.551016
H -8.059330 -5.614933 -5.404373
C -6.399879 -2.659776 -5.208919
O -4.647988 -1.631949 -1.403965
H 0.072891 2.390722 4.617023
C 1.023302 3.812691 3.314532
H 4.275288 -1.291941 -2.014368
H -7.869958 -5.427129 -2.940665
H 2.539913 -0.238573 -3.238565

Forces on atoms 1 to 3 (eV/Å):
H 0.1 0.0 0.0
H 0.0 0.1 0.0
H 0.0 0.0 0.1


[4]
The following is a quantum chemistry calculation of a molecular structure, C30H34BrN2O2PtS2 in a non-equilibrium geometry, from OMol25.

LUMO energy (spin up / spin down)	2.42 / 2.46	eV
charge	-1
calculated total energy	-133698.3582	eV
multiplicity	1
HOMO level (spin up / spin down)	-4.01 / -4.00	eV
gap between HOMO and LUMO (spin up / spin down)	6.431 / 6.459	eV

Geometry (Å):
C -4.891829 4.113351 -1.434025
C 5.463744 1.647325 0.149384
C -0.827054 3.387002 -3.168178
H -4.754527 3.091202 1.790664
H 0.637689 -2.395842 3.998736
C 0.221887 -0.880620 2.485095
S -2.146115 4.482776 -3.655540
H 5.125945 0.172491 -1.370476
C 0.254445 -1.807031 1.265437
C -5.180272 4.056864 -0.079499
C -0.316902 -5.549277 0.457441
H 3.136392 5.512594 -1.253597
H -5.391318 4.840698 -2.064753
C 3.905972 3.460922 0.208042
O 0.789335 0.008722 -0.184931
C -0.115290 -1.636961 3.772808
C 0.484095 -2.174653 -1.079695
C 1.588568 -0.204523 2.681529
C 4.790459 1.093158 -0.909412
C -0.036356 -4.054964 0.309089
H -0.921898 0.834794 3.170139
H -0.959127 -6.981266 1.940486
C -0.719234 -5.916861 1.887948
H -5.908341 4.739218 0.343219
C 0.216598 -3.520816 -0.944769
C -4.532734 3.135933 0.731461
H 1.889111 0.322364 1.778846
C -3.955114 3.250204 -1.997630
C 0.947627 -6.343447 0.094121
H -1.599875 -5.353918 2.203267
C -3.595271 2.273746 0.179469
H -1.682526 -7.033629 -0.354093
Pt 0.800086 0.980102 -2.247733
C -3.595148 3.365882 -3.447988
C -0.002837 -3.162950 1.384247
H 6.345821 1.154050 0.542852
O 3.037878 1.146250 -2.468241
H -1.835561 -0.271377 2.122749
H 0.093683 -5.721122 2.589693
H -3.312160 2.413986 -3.887473
H -2.567190 1.656862 -1.596268
C 3.185003 2.920689 -0.864836
H 5.539512 3.268450 1.577207
C -1.463733 -5.968776 -0.474746
H 1.772216 -6.054526 0.748347
H -0.139973 -0.929958 4.604798
H -1.214888 -5.793133 -1.521271
H 1.531741 0.515529 3.503591
C -3.309103 2.329045 -1.176587
H 1.776519 5.529430 -2.398987
C 3.617530 1.687917 -1.458924
H 3.553151 4.380722 0.662757
Br 0.811850 -1.525386 -2.870581
C 2.122824 5.167952 -1.432978
C 2.056518 3.662897 -1.406914
C 0.530144 -1.239597 -0.025793
N -0.011092 3.889609 -2.319110
H -4.394056 3.820812 -4.031931
N 1.002830 3.082811 -1.878343
H 1.452650 5.587037 -0.678467
H -0.617230 0.813583 1.422043
H 0.216233 -4.136664 -1.836311
H -2.366537 -5.401079 -0.242098
H -0.192554 -3.555476 2.373128
C -0.859957 0.195671 2.283849
S -0.704548 1.850708 -3.945315
H 2.354435 -0.945130 2.926100
H 1.249207 -6.147188 -0.935757
H -1.094798 -2.117366 3.711889
H 0.774709 -7.418375 0.205403
H -3.079452 1.558052 0.807091
C 5.018191 2.840504 0.730325

Forces on atoms 1 to 3 (eV/Å):
C 0.0 -0.1 0.0
C -0.1 -0.1 -0.1
C 0.1 -0.1 -0.2